1.
{"formula": "C13H12N7NiO3S5", "method": "wB97M-V/def2-TZVPD", "elements": ["Ni", "S", "C", "S", "S", "C", "C", "N", "N", "C", "S", "N", "N", "H", "H", "H", "H", "H", "H", "O", "S", "O", "O", "C", "N", "C", "C", "C", "N", "C", "C", "C", "N", "C", "C", "H", "H", "H", "H", "H", "H"], "positions_angstrom": [[0.94396, 3.52650, 0.76560], [1.44664, 7.86520, -0.11428], [1.25411, 6.28575, 0.29611], [-0.19556, 5.61484, 0.98690], [2.46250, 5.05317, 0.00590], [-2.38039, 0.22223, -1.37466], [-1.95222, 0.42313, 0.03025], [-2.05878, -0.43489, 0.99367], [-1.48097, 0.18582, 2.06959], [-0.98924, 1.39778, 1.80769], [-0.16994, 2.49603, 2.77962], [-1.31202, 1.55967, 0.50173], [-0.92139, 2.71872, -0.18277], [-2.74747, -0.79716, -1.49203], [-1.53618, 0.34071, -2.05486], [-3.16363, 0.93061, -1.65403], [-1.42661, -0.28822, 2.95397], [-1.50312, 3.51044, 0.09414], [-1.01910, 2.55721, -1.17919], [-1.67223, -2.81152, -3.01194], [-1.47868, -4.13838, -2.45189], [-2.65691, -4.70754, -1.83330], [-0.70375, -5.04206, -3.27845], [-0.35884, -3.85057, -1.04286], [-0.19233, -4.84391, -0.15694], [0.59847, -4.58412, 0.87105], [1.22198, -3.35694, 1.06302], [1.00168, -2.40782, 0.08557], [0.22640, -2.65993, -0.96385], [1.50713, -1.00447, 0.14870], [1.31853, -0.18660, -0.96231], [1.58875, 1.15705, -0.85219], [2.00088, 1.73809, 0.28041], [2.30624, 0.93224, 1.30131], [2.09075, -0.43562, 1.27321], [0.73379, -5.38781, 1.58879], [1.85057, -3.17979, 1.92554], [0.92790, -0.62106, -1.87282], [1.44385, 1.82773, -1.69191], [2.68838, 1.41608, 2.18996], [2.30685, -1.02058, 2.15758]], "mulliken_charge": [0.09, -0.31, 0.20, -0.37, -0.40, -1.46, 1.04, -0.72, 0.26, 0.24, -0.36, 0.58, -0.96, 0.30, 0.34, 0.43, 0.18, 0.35, 0.20, -0.65, 1.24, -0.70, -0.70, -0.01, -0.50, -0.39, -0.64, 0.31, -0.17, 1.19, -0.20, -0.67, -0.19, -0.53, -0.61, 0.42, 0.38, 0.62, 0.46, 0.39, 0.33], "homo_energy_ha": [-0.179, -0.194], "lumo_ev": [1.11, 1.07], "total_charge": -1, "s_squared": 2.01, "multiplicity": 3, "homo_lumo_gap_ev": [6.0, 6.3], "e_above_lowest_kcal_mol": 4.68}


2.
{"formula": "C13H13AgO6", "method": "wB97M-V/def2-TZVPD", "elements": ["C", "C", "O", "O", "C", "C", "C", "C", "C", "C", "C", "O", "C", "C", "O", "O", "C", "C", "O", "H", "H", "H", "H", "H", "H", "H", "H", "H", "H", "H", "H", "H", "Ag"], "positions_angstrom": [[1.75640, -1.91985, 1.55940], [2.79579, -1.61390, 0.42192], [3.56113, -2.46166, 0.02052], [2.91564, -0.33792, -0.14276], [1.70086, 0.06276, -0.83283], [1.75839, 1.65494, -0.90345], [1.52748, 2.34086, 0.50087], [0.01022, 2.62832, 0.87866], [-1.01888, 1.57687, 0.34889], [-1.49458, 1.49498, -0.93795], [-2.50871, 0.34236, -1.30538], [-3.39543, 0.49302, -2.11231], [-2.23203, -1.02635, -0.56121], [-2.40156, -2.42728, -1.22790], [-2.60621, -3.46970, -0.52686], [-2.28418, -2.47248, -2.51435], [-1.78810, -0.94608, 0.73621], [-1.60925, 0.49515, 1.34112], [-1.93835, 0.76555, 2.47924], [1.17336, -0.96140, 1.73382], [2.23732, -2.21495, 2.52681], [1.02278, -2.67833, 1.17643], [1.70810, -0.36989, -1.87887], [0.76626, -0.31795, -0.33718], [2.80812, 1.89112, -1.25234], [1.05656, 2.01721, -1.70900], [2.01205, 1.69141, 1.28283], [2.04843, 3.34402, 0.46702], [-0.33778, 3.67008, 0.61536], [-0.04844, 2.57948, 2.01143], [-1.11706, 2.23762, -1.68102], [-1.53332, -1.86080, 1.34144], [-4.54502, -4.20718, -1.51856]], "mulliken_charge": [-0.54, 0.56, -0.55, -0.29, 0.13, -0.75, -0.57, -1.03, 0.47, -0.10, 0.07, -0.55, 0.62, 0.61, -0.92, -0.69, -0.41, 0.17, -0.56, 0.08, 0.37, 0.18, 0.36, -0.24, 0.45, 0.27, 0.34, 0.31, 0.39, 0.26, 0.44, 0.50, 0.62], "homo_energy_ha": -0.345, "lumo_ev": -2.32, "total_charge": 0, "multiplicity": 1, "homo_lumo_gap_ev": 7.1}


3.
{"formula": "C13H13AsF6FeN3O10S3", "method": "wB97M-V/def2-TZVPD", "elements": ["Fe", "O", "As", "O", "O", "C", "C", "C", "C", "C", "C", "S", "O", "O", "O", "H", "H", "H", "H", "H", "F", "C", "F", "F", "S", "O", "O", "N", "S", "O", "O", "C", "F", "F", "F", "C", "C", "C", "C", "N", "N", "C", "H", "H", "H", "H", "H", "H", "H", "H"], "positions_angstrom": [[0.00103, -0.51891, 0.00591], [-3.41967, -1.25776, 1.56102], [-3.12867, -1.69493, -0.11566], [-4.01271, -3.01567, -0.49746], [-1.38243, -3.30930, 1.62377], [-3.90712, -0.17870, -1.06872], [-5.07923, -0.45054, -1.76063], [-5.67334, 0.51755, -2.55937], [-5.09758, 1.77231, -2.68159], [-3.91601, 2.05809, -2.01421], [-3.32611, 1.08814, -1.21718], [-1.77462, 1.49971, -0.46069], [-1.68771, 0.93099, 0.88501], [-1.63636, 2.94483, -0.51635], [-0.69870, 0.88533, -1.29597], [-2.99573, -1.96830, 2.06944], [-5.49884, -1.44419, -1.65858], [-6.58241, 0.28606, -3.10145], [-5.56127, 2.52190, -3.31058], [-3.43054, 3.01982, -2.10883], [2.15145, -4.49767, -1.54309], [1.77627, -4.45644, -0.29252], [2.55639, -3.62010, 0.37086], [1.83813, -5.66044, 0.24055], [0.03244, -3.27236, 1.38378], [0.51670, -1.84876, 1.31071], [0.81157, -3.94105, 2.38529], [0.35626, -3.97659, -0.09931], [-0.82749, -4.18519, -1.30571], [-1.53918, -1.64584, -0.66780], [-0.53169, -5.48508, -1.91645], [-0.02583, -3.01476, -2.60636], [0.80308, -2.08906, -2.06177], [-0.95244, -2.36506, -3.29748], [0.69989, -3.71960, -3.47111], [1.99971, 4.55578, 1.07094], [2.13893, 3.06957, 1.06390], [3.07996, 2.22321, 1.61165], [2.66947, 0.92413, 1.26157], [1.55168, 0.98091, 0.54557], [1.25263, 2.29021, 0.43082], [3.31068, -0.37906, 1.61529], [2.64506, 4.99415, 1.82884], [0.96560, 4.83508, 1.27558], [2.27088, 4.97015, 0.09848], [3.93783, 2.50291, 2.20083], [0.39731, 2.58950, -0.02712], [4.15960, -0.21466, 2.27607], [3.65347, -0.90183, 0.72008], [2.58412, -1.03369, 2.09518]], "mulliken_charge": [0.96, -0.61, 0.98, -0.84, -0.74, -0.88, -0.75, -0.51, -0.56, -0.51, 0.69, 1.54, -0.62, -0.75, -0.64, 0.42, 0.55, 0.38, 0.37, 0.47, -0.21, 0.62, -0.16, -0.25, 1.42, -0.75, -0.72, -0.06, 0.55, 0.01, -0.68, 0.70, -0.28, -0.24, -0.25, -1.25, 0.86, -1.17, 0.61, -0.21, 0.42, -1.08, 0.34, 0.33, 0.26, 0.36, 0.15, 0.31, 0.23, 0.21], "homo_energy_ha": [-0.232, -0.220], "lumo_ev": [2.49, 2.49], "total_charge": -1, "s_squared": 6.01, "multiplicity": 5, "homo_lumo_gap_ev": [8.8, 8.5], "e_above_lowest_kcal_mol": 1.71}


4.
{"formula": "C13H13B2BrF2N3O5S", "method": "wB97M-V/def2-TZVPD", "elements": ["N", "B", "O", "C", "C", "C", "Br", "C", "N", "C", "C", "C", "C", "C", "S", "N", "C", "C", "H", "H", "H", "H", "H", "H", "H", "H", "H", "H", "H", "H", "H", "B", "O", "C", "O", "C", "O", "O", "F", "F"], "positions_angstrom": [[-2.51426, -2.75118, -4.17398], [-1.45187, -1.74869, -4.45133], [-1.35989, -0.99108, -5.68788], [-0.34177, -1.46031, -3.28851], [1.06152, -2.20370, -3.21682], [2.05380, -1.84876, -2.08897], [3.78441, -2.85704, -2.01682], [1.78035, -0.74177, -0.98610], [2.81673, -0.52801, -0.01683], [2.39451, 0.51021, 0.86334], [1.04891, 1.29888, 0.81310], [0.81771, 2.46672, 1.89515], [-0.67083, 3.05710, 1.91425], [-1.09721, 3.87227, 0.59944], [-0.94752, 5.71742, 0.74752], [0.02854, 1.02617, -0.14254], [0.40247, -0.01310, -1.05999], [-0.61521, -0.39218, -2.19931], [-2.06741, -3.53005, -3.66950], [-2.87009, -3.05915, -5.10163], [-0.50338, -0.50836, -5.71074], [1.33526, -2.99204, -3.99027], [3.13160, 0.79698, 1.70461], [1.64549, 3.26288, 1.82248], [0.97713, 1.95837, 2.92618], [-0.70471, 3.81670, 2.79177], [-1.40681, 2.22583, 2.21522], [-0.45306, 3.55632, -0.30934], [-2.16723, 3.52007, 0.32925], [-0.81469, 6.13592, -0.59015], [-1.60817, 0.16998, -2.26420], [-0.52518, -2.58045, 2.63615], [-1.16587, -1.37574, 3.19438], [-0.46977, -1.01696, 4.26985], [-0.73157, -0.06049, 4.96432], [0.64259, -1.95132, 4.46827], [1.46336, -1.90478, 5.35570], [0.62181, -2.87745, 3.51234], [-0.07228, -2.32104, 1.30143], [-1.44740, -3.67817, 2.64017]], "mulliken_charge": [-0.54, 0.55, -0.62, 0.05, -0.32, -0.09, -0.19, 0.59, -0.48, -0.55, 0.56, -0.65, -0.67, -0.41, -0.29, -0.28, 0.36, -0.68, 0.28, 0.24, 0.31, 0.32, 0.31, 0.31, 0.30, 0.40, 0.24, 0.28, 0.31, 0.14, 0.25, 0.57, -0.43, 0.64, -0.65, 0.58, -0.64, -0.45, -0.27, -0.35], "homo_energy_ha": -0.235, "lumo_ev": 1.27, "total_charge": -1, "multiplicity": 1, "homo_lumo_gap_ev": 7.7}


5.
{"formula": "C13H13BF4N3OSTl", "method": "wB97M-V/def2-TZVPD", "elements": ["Tl", "N", "C", "C", "C", "C", "C", "C", "N", "C", "C", "C", "S", "C", "N", "H", "H", "H", "H", "H", "H", "H", "F", "B", "F", "F", "F", "C", "C", "C", "O", "H", "H", "H", "H", "H", "H"], "positions_angstrom": [[1.85025, -1.87908, -1.94489], [-0.22347, 4.20283, 0.23692], [-1.55197, 4.08173, 0.18642], [-2.72440, 4.93709, 0.27790], [-3.93857, 4.39111, 0.23215], [-4.07012, 2.97474, -0.06856], [-3.05967, 2.18657, -0.35698], [-1.76738, 2.72660, -0.31840], [-0.58756, 2.13158, -0.38531], [0.38969, 2.96654, -0.03738], [1.75095, 2.52759, 0.13971], [2.62817, 3.12566, 1.04898], [4.01290, 2.12261, 1.17763], [3.31372, 1.08914, 0.04225], [2.17536, 1.38158, -0.41849], [0.18981, 5.06660, 0.53851], [-2.73309, 6.07940, 0.43441], [-4.83618, 5.06325, 0.30895], [-5.01589, 2.54402, 0.01616], [-3.24965, 1.11096, -0.40314], [2.45770, 3.98040, 1.69114], [3.81670, 0.17905, -0.22904], [3.16595, -1.08160, 2.07623], [2.53562, -1.90928, 1.20799], [3.48766, -2.17421, 0.11272], [2.20131, -3.14288, 1.74377], [1.43397, -1.26203, 0.56027], [1.01744, -5.60470, -0.42533], [-0.08765, -4.75978, -0.95449], [-1.46279, -5.35457, -1.04039], [0.15047, -3.67539, -1.44231], [1.68682, -6.02562, -1.18181], [0.68885, -6.46626, 0.19852], [1.68009, -4.99367, 0.21177], [-1.67535, -5.83545, -0.11136], [-1.36333, -6.08036, -1.86539], [-2.28635, -4.62417, -1.25912]], "mulliken_charge": [0.89, -0.03, 0.68, -0.68, -0.23, -0.29, -0.64, 0.69, -0.44, 0.32, 0.34, -0.42, 0.12, 0.04, -0.16, 0.24, 0.30, 0.40, 0.47, 0.42, 0.39, 0.43, -0.31, 0.53, -0.43, -0.33, -0.39, -0.96, 0.85, -1.09, -0.53, 0.31, 0.32, 0.21, 0.39, 0.30, 0.29], "homo_energy_ha": [-0.533, -0.533], "lumo_ev": [-11.54, -11.20], "total_charge": 2, "multiplicity": 1, "homo_lumo_gap_ev": [3.0, 3.3]}


6.
{"formula": "C13H13BF4N4O4SbScSe4", "method": "wB97M-V/def2-TZVPD", "elements": ["Sc", "Se", "Sb", "Se", "Se", "Se", "O", "N", "O", "O", "F", "B", "F", "F", "F", "C", "C", "C", "C", "C", "N", "C", "O", "N", "C", "C", "C", "C", "N", "C", "C", "C", "H", "H", "H", "H", "H", "H", "H", "H", "H", "H", "H", "H", "H"], "positions_angstrom": [[-3.16031, -0.76543, 0.07869], [-0.90894, -2.47994, 4.11907], [-3.12193, -1.96645, 3.21532], [-3.12368, 0.44464, 2.42995], [-3.46874, -3.16452, 0.97626], [-5.07410, -2.37667, 4.57341], [-6.32843, 1.30913, -0.31138], [-5.35656, 0.60167, -0.33495], [-4.23152, 0.99431, -0.78649], [-5.36001, -0.59521, 0.08473], [-2.57763, 0.41433, -3.55853], [-1.97159, -0.36999, -2.61143], [-1.61906, 0.38737, -1.45190], [-0.88311, -1.05447, -3.10693], [-2.92920, -1.33375, -2.05780], [0.73184, 2.54887, -3.12153], [1.53135, 2.07191, -1.94070], [2.76357, 1.45024, -2.09619], [3.47035, 0.96679, -1.00331], [2.96735, 1.12220, 0.28092], [3.70981, 0.59945, 1.37106], [3.25123, 0.18953, 2.61485], [3.96391, 0.30791, 3.60232], [2.01107, -0.37425, 2.66626], [1.30223, -0.98907, 1.60567], [1.87370, -1.91022, 0.75484], [1.06453, -2.51306, -0.19807], [-0.27451, -2.18595, -0.24199], [-0.82363, -1.27634, 0.57156], [-0.04708, -0.69189, 1.47112], [1.75537, 1.78386, 0.45374], [1.04317, 2.22872, -0.64572], [1.21492, 2.27136, -4.05903], [0.61815, 3.63533, -3.10620], [-0.26755, 2.11302, -3.11517], [3.16443, 1.30549, -3.09341], [4.40462, 0.43566, -1.14645], [4.67739, 0.87270, 1.42198], [1.66413, -0.56454, 3.59906], [2.92286, -2.16305, 0.84774], [1.46076, -3.24595, -0.88694], [-0.93962, -2.66636, -0.94695], [-0.52638, 0.02330, 2.12793], [1.35312, 1.92102, 1.44817], [0.07372, 2.68828, -0.49352]], "mulliken_charge": [0.69, -0.71, 0.62, -0.66, -0.58, -0.73, -0.64, 1.37, -0.50, -0.54, -0.34, 0.60, -0.22, -0.37, -0.41, -1.27, 0.65, -0.76, -0.49, 0.19, -0.10, 0.19, -0.74, 0.03, -0.33, -0.12, -1.29, -0.27, 1.35, -0.59, -0.15, -0.27, 0.32, 0.34, 0.16, 0.25, 0.36, 0.28, 0.24, 0.51, 0.38, 0.40, 0.46, 0.47, 0.27], "homo_energy_ha": -0.070, "lumo_ev": 4.16, "total_charge": -2, "multiplicity": 1, "homo_lumo_gap_ev": 6.1, "e_above_lowest_kcal_mol": 0.15}